A molecular structure, C4H13N3O at a distorted geometry. Source: OMol25; level of theory: ωB97M-V/def2-TZVPD.

```
! RIJCOSX wB97M-V def2-TZVPD def2/J DEFGRID3
* xyz 0 1
C 0.053 -0.257 0.960
C 1.169 -0.728 0.265
C 0.022 1.096 1.591
C -1.168 -1.110 1.088
N -0.455 0.487 -1.511
N -1.272 -0.066 -2.534
N 2.451 -0.151 0.469
O -0.073 1.812 -1.862
H -0.545 2.148 -2.642
H -1.215 -1.079 -2.457
H -2.246 0.194 -2.365
H 3.158 -0.537 -0.146
H 2.783 -0.175 1.427
H 1.190 -1.811 0.098
H 0.572 -0.139 -1.052
H -0.963 1.556 1.481
H 0.244 1.008 2.663
H 0.761 1.756 1.138
H -2.071 -0.543 0.849
H -1.261 -1.483 2.116
H -1.134 -1.977 0.423
*
```

As for the energy relative to the best compared isomer or geometry (same formula, charge and spin): 590.2 kJ/mol. The molecular weight comes out at 119.2 g/mol. The lowest unoccupied orbital energy comes out at 0.85 eV. As for the HOMO-LUMO gap: 7.99 eV.